1.
The following is a DFT calculation (the ωB97M-V functional and the def2-TZVPD basis) of a molecular structure, C36H34FI2N6O4PdS.

```
85
Properties=species:S:1:pos:R:3:mulliken_spin:R:1
Pd 0.273 -0.127 2.712 1.48
I 4.934 -1.932 8.326 0.13
C 4.082 -1.529 6.502 0.30
C 3.946 -2.574 5.558 -0.05
C 3.398 -2.288 4.347 0.18
I 3.158 -3.749 2.852 0.63
C 2.963 -0.949 3.998 0.08
O 2.519 -0.667 2.869 0.27
C 3.031 0.067 5.031 0.14
C 2.450 1.409 4.690 0.00
N 0.990 1.313 4.452 0.15
C 0.233 0.927 5.655 -0.01
C 0.021 -0.562 5.741 0.00
C 0.056 -1.241 6.946 0.01
C -0.225 -2.599 6.961 -0.01
C -0.532 -3.238 5.768 0.01
C -0.535 -2.497 4.601 -0.01
N -0.265 -1.187 4.593 0.14
C 3.608 -0.224 6.229 -0.04
H 4.273 -3.575 5.809 -0.02
H 2.915 1.785 3.778 0.01
H 2.655 2.118 5.495 0.01
H 0.657 2.220 4.144 0.00
H -0.747 1.405 5.604 0.00
H 0.723 1.282 6.564 0.00
H 0.292 -0.711 7.860 0.00
H -0.210 -3.150 7.892 0.00
H -0.767 -4.292 5.739 0.00
H -0.758 -2.949 3.646 0.01
H 3.698 0.540 6.992 0.00
C 1.700 -3.013 -4.775 0.00
C 0.462 -3.393 -3.976 0.00
N 0.220 -2.484 -2.838 0.00
C 0.602 -2.871 -1.616 0.01
C 0.481 -2.111 -0.484 0.03
C 0.960 -2.668 0.809 0.01
O 1.813 -3.609 0.752 0.33
O 0.530 -2.188 1.876 0.05
C -0.034 -0.775 -0.563 -0.01
O -0.146 0.016 0.390 0.03
C -0.432 -0.362 -1.908 0.01
C -0.962 0.914 -2.113 0.00
C -1.360 1.320 -3.349 0.00
F -1.833 2.580 -3.460 0.00
C -1.273 0.494 -4.494 0.00
C -0.739 -0.773 -4.276 0.00
C -0.312 -1.207 -3.015 0.00
N -1.681 0.926 -5.763 0.00
C -1.694 0.016 -6.899 0.00
C -1.249 0.752 -8.164 0.00
N -1.777 2.166 -8.141 0.00
C -3.046 2.235 -7.347 0.00
C -2.701 1.985 -5.884 0.00
H 1.848 -3.731 -5.581 0.00
H 2.585 -3.030 -4.138 0.00
H 1.615 -2.016 -5.209 0.00
H 0.578 -4.390 -3.558 0.00
H -0.434 -3.422 -4.595 0.00
H 1.023 -3.865 -1.542 0.00
H -1.053 1.596 -1.276 0.00
H -0.671 -1.470 -5.091 0.00
H -2.683 -0.432 -7.037 0.00
H -0.998 -0.802 -6.766 0.00
H -1.644 0.260 -9.051 0.00
H -0.167 0.808 -8.241 0.00
H -1.918 2.505 -9.094 0.00
H -1.086 2.781 -7.707 0.00
H -3.726 1.500 -7.770 0.00
H -3.490 3.221 -7.465 0.00
H -3.626 1.729 -5.358 0.00
H -2.323 2.908 -5.455 0.00
S -3.623 2.423 2.098 0.01
C -2.604 1.254 2.807 -0.01
N -1.328 1.405 2.609 0.12
C -1.076 2.515 1.798 0.01
C 0.177 2.967 1.380 0.00
C 0.239 4.095 0.594 0.00
C -0.926 4.779 0.216 0.00
C -2.170 4.343 0.620 0.00
C -2.231 3.201 1.418 0.00
H -3.013 0.451 3.406 0.00
H 1.075 2.428 1.658 0.00
H 1.200 4.468 0.264 0.00
H -0.846 5.669 -0.393 0.00
H -3.068 4.879 0.342 0.00
```

Output
**Energy relative to the best compared isomer or geometry (same formula, charge and spin)**: 38.83 kJ/mol
**<S²>**: 6.039
**Multiplicity**: 5
**Total charge**: +3
**LUMO energy (alpha / beta)**: -6.273 / -9.347 eV
**Electronic energy**: -3242.1733 Ha
**Orbital gap (alpha / beta)**: 8.508 / 5.646 eV

2.
The following is a DFT calculation (the ωB97M-V functional and the def2-TZVPD basis) of 3 unconnected molecules or ions with the total composition C36H34O15P2.

```
87
Properties=species:S:1:pos:R:3:mulliken_charge:R:1
C 2.458 -0.997 -2.631 -1.05
C 1.226 -1.568 -1.818 0.14
O 0.371 -2.435 -2.560 -0.26
C -0.733 -1.725 -3.138 -0.10
O -1.623 -1.034 -2.287 -0.50
P -3.098 -0.840 -3.220 0.43
C -3.303 1.047 -2.909 -0.64
O -4.705 1.387 -2.811 -0.10
O -4.881 2.757 -2.752 -0.47
O -4.183 -1.340 -1.937 -0.07
C -5.450 -1.717 -2.474 -0.09
C -6.448 -2.178 -1.315 -1.01
O -2.929 -2.432 -3.927 -0.86
C -1.525 -2.733 -4.125 1.22
C -1.213 -2.501 -5.691 0.16
O -0.169 -1.914 -6.065 -0.72
O -2.109 -2.929 -6.524 -0.75
P -1.513 -4.565 -3.662 0.60
O -2.751 -5.288 -4.099 -0.75
O -0.119 -5.279 -4.267 -0.55
O -1.502 -4.703 -1.965 -0.50
H 2.334 0.121 -2.747 0.32
H 2.633 -1.490 -3.619 0.30
H 3.403 -1.124 -2.020 0.21
H 0.652 -0.740 -1.320 -0.06
H 1.663 -2.196 -0.981 0.26
H -0.243 -0.924 -3.761 0.23
H -4.146 -0.676 -4.215 0.15
H -2.233 -0.410 -4.297 -0.05
H -2.676 1.444 -2.059 0.09
H -2.923 1.563 -3.847 0.49
H -4.820 3.118 -3.663 0.30
H -5.376 -2.589 -3.189 0.26
H -5.942 -0.890 -3.063 0.20
H -7.257 -1.415 -1.118 0.28
H -5.912 -2.331 -0.339 0.08
H -6.978 -3.117 -1.649 0.32
H -0.105 -6.191 -3.918 0.31
H -0.559 -4.572 -1.735 0.29
C 8.960 -0.218 0.266 -0.48
C 9.697 0.857 0.756 -0.43
C 9.047 1.959 1.291 -0.55
C 7.655 1.996 1.329 0.18
C 6.917 0.929 0.816 0.13
C 7.574 -0.183 0.295 -0.51
C 5.433 0.976 0.804 0.47
O 4.787 0.049 0.362 -0.63
C 4.751 2.181 1.334 0.29
C 3.361 2.262 1.276 -0.97
C 2.710 3.378 1.781 -0.50
C 3.444 4.414 2.354 -0.54
C 4.829 4.340 2.408 -0.54
C 5.487 3.228 1.890 0.34
C 6.969 3.173 1.921 0.55
O 7.614 4.079 2.417 -0.70
H 9.470 -1.082 -0.145 0.39
H 10.781 0.834 0.721 0.39
H 9.624 2.792 1.676 0.45
H 7.004 -1.019 -0.093 0.49
H 2.785 1.457 0.835 0.78
H 1.628 3.441 1.731 0.53
H 2.934 5.283 2.755 0.39
H 5.395 5.151 2.851 0.45
C -3.221 -2.504 1.458 -0.79
C -2.453 -1.713 0.609 -0.31
C -2.017 -0.463 1.030 -0.13
C -2.357 0.005 2.296 -0.01
C -3.151 -0.782 3.140 0.38
C -3.571 -2.041 2.720 -0.80
C -3.564 -0.280 4.469 0.61
O -4.252 -0.962 5.210 -0.72
C -3.132 1.079 4.888 0.19
C -3.559 1.589 6.112 -0.54
C -3.150 2.851 6.519 -0.42
C -2.306 3.606 5.709 -0.52
C -1.883 3.104 4.487 -0.49
C -2.303 1.843 4.069 0.19
C -1.871 1.330 2.742 0.41
O -1.135 1.996 2.036 -0.71
H -3.553 -3.483 1.130 0.50
H -2.192 -2.069 -0.382 0.44
H -1.414 0.145 0.366 0.53
H -4.175 -2.660 3.373 0.42
H -4.213 1.004 6.747 0.45
H -3.488 3.248 7.470 0.38
H -1.982 4.590 6.031 0.38
H -1.230 3.696 3.858 0.47
```

Output
**Energy relative to the best compared isomer or geometry (same formula, charge and spin)**: 231.31 kJ/mol
**Multiplicity**: 1
**Total charge**: -2
**LUMO energy**: 1.587 eV
**Electronic energy**: -3203.5500 Ha
**Orbital gap**: 3.200 eV

3.
The following is a DFT calculation (the ωB97M-V functional and the def2-TZVPD basis) of a molecular structure, C36H35AuN8O3S.

```
84
Properties=species:S:1:pos:R:3:mulliken_charge:R:1
Au 0.400 -0.754 -1.408 1.82
N -1.769 -4.403 -1.374 0.00
C -1.119 -4.755 -0.215 0.45
C -1.278 -5.820 0.661 -1.22
C -0.419 -5.867 1.740 -0.62
C 0.570 -4.897 1.935 -0.89
C 0.718 -3.828 1.076 -0.15
C -0.148 -3.747 -0.009 0.36
N -0.250 -2.824 -1.019 0.05
C -1.213 -3.251 -1.816 0.47
C -1.571 -2.573 -3.034 -0.43
C -2.279 -3.071 -4.098 -0.49
S -2.390 -1.905 -5.345 -0.08
C -1.487 -0.821 -4.364 -0.40
N -1.136 -1.294 -3.216 0.18
H -2.522 -4.906 -1.817 0.28
H -2.030 -6.577 0.499 0.48
H -0.506 -6.677 2.447 0.45
H 1.242 -4.994 2.775 0.48
H 1.479 -3.081 1.223 0.33
H -2.702 -4.047 -4.218 0.41
H -1.249 0.170 -4.697 0.48
C -3.082 4.375 -0.777 -1.14
O -2.330 3.583 0.122 -0.23
C -2.311 3.943 1.429 1.30
C -2.933 5.088 1.926 -0.73
C -2.917 5.383 3.274 -0.80
C -2.270 4.536 4.166 -0.81
C -1.658 3.393 3.696 -0.74
C -1.656 3.078 2.339 0.02
N -1.107 1.834 1.985 0.38
C -0.528 1.387 0.827 -0.21
N 0.067 2.323 0.066 0.19
C 0.620 2.300 -1.206 0.19
C 0.780 1.179 -2.016 -0.17
C 1.293 1.360 -3.290 -1.01
C 1.660 2.620 -3.757 -1.18
C 1.569 3.727 -2.934 -0.65
C 1.061 3.585 -1.653 1.08
O 0.903 4.602 -0.759 -0.38
C 1.932 5.573 -0.624 -0.92
N -0.476 0.115 0.575 0.68
C -1.110 -0.835 1.375 -0.60
C -2.382 -1.253 0.974 -0.25
C -3.107 -2.161 1.709 -1.11
C -2.557 -2.692 2.877 -0.59
C -1.289 -2.336 3.267 -0.60
C -0.524 -1.426 2.521 0.59
O 0.713 -1.205 3.005 -0.46
C 1.676 -0.437 2.315 -0.63
H -2.984 3.896 -1.748 0.27
H -2.688 5.393 -0.834 0.41
H -4.136 4.408 -0.490 0.42
H -3.455 5.753 1.259 0.46
H -3.414 6.270 3.632 0.42
H -2.255 4.762 5.219 0.41
H -1.170 2.721 4.386 0.48
H -1.264 1.112 2.679 0.33
H -0.020 3.277 0.411 0.47
H 1.408 0.512 -3.949 0.62
H 2.020 2.736 -4.769 0.46
H 1.866 4.697 -3.303 0.44
H 1.487 6.420 -0.105 0.24
H 2.337 5.906 -1.578 0.35
H 2.744 5.157 -0.017 0.33
H -2.790 -0.812 0.076 0.60
H -4.103 -2.443 1.400 0.52
H -3.123 -3.390 3.471 0.48
H -0.846 -2.747 4.161 0.54
H 2.637 -0.719 2.747 0.33
H 1.511 0.632 2.480 0.32
H 1.679 -0.649 1.244 0.15
C 5.593 -3.285 -1.436 -0.83
N 4.591 -2.290 -1.168 0.09
C 4.828 -1.048 -0.662 -0.55
C 3.630 -0.398 -0.648 -0.90
N 2.672 -1.234 -1.129 0.18
C 3.280 -2.363 -1.436 -0.83
H 6.478 -3.078 -0.838 0.31
H 5.884 -3.263 -2.489 0.33
H 5.225 -4.283 -1.200 0.34
H 5.801 -0.739 -0.344 0.47
H 3.404 0.602 -0.341 0.66
H 2.797 -3.232 -1.836 0.52
```

Output
**Energy relative to the best compared isomer or geometry (same formula, charge and spin)**: 0.00 kJ/mol
**Multiplicity**: 1
**Total charge**: +2
**LUMO energy**: -7.078 eV
**Electronic energy**: -2589.9814 Ha
**Orbital gap**: 5.400 eV

4.
The following is a DFT calculation (the ωB97M-V functional and the def2-TZVPD basis) of a molecular structure, C36H35Cl2N6O5SSiTi.

```
87
Properties=species:S:1:pos:R:3:nbo_charge:R:1
Ti -1.320 -0.842 0.446 1.69
O -3.405 -0.121 3.631 -0.51
C -2.899 -0.880 2.847 0.67
N -3.015 -0.868 1.456 -0.79
C -4.143 -0.530 0.742 0.65
O -5.120 0.082 1.089 -0.52
C -4.022 -1.202 -0.612 0.14
C -5.087 -1.289 -1.481 -0.19
C -4.923 -2.031 -2.641 -0.12
C -3.704 -2.643 -2.885 -0.23
C -2.673 -2.479 -1.975 0.08
N -2.833 -1.782 -0.850 -0.48
C -2.055 -2.064 3.244 0.09
C -1.919 -2.442 4.563 -0.19
C -1.194 -3.596 4.831 -0.14
C -0.646 -4.302 3.774 -0.22
C -0.808 -3.820 2.480 0.06
N -1.501 -2.720 2.216 -0.42
H -6.011 -0.790 -1.228 0.26
H -5.737 -2.136 -3.345 0.24
H -3.542 -3.239 -3.771 0.24
H -1.694 -2.909 -2.143 0.22
H -2.384 -1.850 5.338 0.25
H -1.067 -3.942 5.848 0.24
H -0.094 -5.216 3.938 0.24
H -0.361 -4.321 1.631 0.23
C 3.366 -2.550 -1.811 -1.12
Si 3.960 -2.339 -0.062 1.64
C 4.520 -3.957 0.666 -1.12
C 5.345 -1.090 -0.051 -1.12
C 2.611 -1.614 1.070 -0.49
C 3.003 -0.951 2.223 -0.12
C 2.100 -0.280 3.058 -0.22
C 0.791 -0.217 2.671 0.06
N 0.375 -0.891 1.583 -0.59
C 1.223 -1.625 0.838 0.13
S 0.360 -2.545 -0.354 -0.13
H 4.235 -2.764 -2.437 0.24
H 2.899 -1.635 -2.182 0.25
H 2.653 -3.366 -1.924 0.25
H 5.401 -4.325 0.136 0.25
H 3.741 -4.718 0.587 0.24
H 4.785 -3.853 1.719 0.24
H 6.141 -1.412 -0.724 0.25
H 5.792 -0.954 0.935 0.24
H 4.987 -0.118 -0.400 0.24
H 4.054 -0.929 2.490 0.22
H 2.429 0.227 3.953 0.23
H 0.044 0.359 3.200 0.23
Cl -1.746 5.360 -2.336 0.01
C -0.676 4.961 -1.021 -0.09
C -0.606 5.831 0.051 -0.21
C 0.231 5.537 1.116 -0.22
C 0.968 4.365 1.097 -0.22
C 0.868 3.492 0.025 -0.08
Cl 1.784 2.019 0.088 0.04
C 0.062 3.769 -1.079 0.18
N -0.082 2.887 -2.139 -0.67
C 1.021 2.243 -2.770 0.23
C 2.288 2.810 -2.774 -0.24
C 3.341 2.162 -3.399 -0.20
C 3.126 0.950 -4.040 -0.22
C 1.855 0.395 -4.041 -0.19
C 0.794 1.023 -3.399 -0.07
C -0.579 0.406 -3.457 -0.52
C -1.399 0.499 -2.197 0.86
O -2.532 0.944 -2.172 -0.64
O -0.828 -0.023 -1.126 -0.74
H -1.193 6.739 0.032 0.24
H 0.312 6.219 1.951 0.23
H 1.628 4.109 1.914 0.24
H -0.798 3.181 -2.790 0.41
H 2.446 3.763 -2.285 0.22
H 4.324 2.612 -3.397 0.22
H 3.940 0.438 -4.534 0.22
H 1.685 -0.554 -4.534 0.22
H -1.178 0.836 -4.263 0.24
H -0.465 -0.662 -3.666 0.25
C -2.277 2.903 2.479 -0.71
C -2.082 2.123 1.222 0.74
N -2.688 2.510 0.117 -0.76
O -1.350 1.101 1.238 -0.70
H -3.140 2.477 2.997 0.28
H -2.458 3.957 2.277 0.24
H -1.402 2.791 3.113 0.25
H -3.288 3.318 0.130 0.42
H -2.567 1.995 -0.760 0.44
```

Output
**Multiplicity**: 1
**Total charge**: +1
**LUMO energy**: -3.560 eV
**Electronic energy**: -4555.2217 Ha
**Orbital gap**: 6.909 eV

5.
The following is a DFT calculation (the ωB97M-V functional and the def2-TZVPD basis) of a molecular structure, C36H35Cl3MoN4O3S2SbSe5.

```
90
Properties=species:S:1:pos:R:3:mulliken_spin:R:1
Mo 1.101 -1.975 1.416 1.93
Se 0.322 -3.970 6.562 0.00
Sb 1.959 -3.736 4.805 0.03
Se 0.922 -4.324 2.465 -0.02
Se 2.139 -1.449 3.609 0.03
Se 4.198 -4.389 5.288 0.00
C 2.864 -3.451 -5.697 0.00
C 2.232 -3.448 -4.332 0.00
C 0.904 -3.096 -4.157 0.00
C 0.284 -3.164 -2.912 0.03
C -1.166 -2.784 -2.790 0.00
C 1.022 -3.607 -1.814 -0.01
Se 0.140 -3.834 -0.119 -0.08
C 2.381 -3.932 -1.957 0.00
C 3.212 -4.360 -0.780 0.00
C 2.959 -3.846 -3.215 0.00
H 2.154 -3.127 -6.458 0.00
H 3.202 -4.455 -5.963 0.00
H 3.733 -2.792 -5.741 0.00
H 0.325 -2.757 -5.011 0.00
H -1.530 -2.382 -3.736 0.00
H -1.309 -2.033 -2.007 0.00
H -1.782 -3.648 -2.523 0.00
H 3.438 -3.505 -0.135 0.00
H 4.155 -4.797 -1.110 0.00
H 2.682 -5.091 -0.163 0.00
H 4.009 -4.099 -3.324 0.00
Cl 2.698 8.095 -0.356 0.00
C 1.559 6.899 0.174 0.00
C 1.574 5.635 -0.394 0.00
C 0.666 4.697 0.063 0.00
C -0.247 4.979 1.078 0.00
C -1.124 3.861 1.569 0.00
C -0.621 3.194 2.861 0.00
N 0.470 2.309 2.526 0.00
C 1.824 2.549 2.476 -0.01
C 2.379 1.436 1.920 0.01
N 1.386 0.550 1.586 -0.02
C 0.264 1.103 1.980 0.02
O -2.471 4.274 1.717 0.00
C -3.376 3.222 1.398 0.00
C -3.187 2.651 0.020 0.00
C -3.114 3.364 -1.140 0.00
Cl -3.242 5.067 -1.320 0.00
S -2.881 2.368 -2.518 0.00
C -2.872 0.958 -1.547 0.00
C -3.043 1.254 -0.231 -0.01
C -0.228 6.258 1.619 0.00
Cl -1.290 6.701 2.918 0.00
C 0.660 7.224 1.173 0.00
H 2.280 5.391 -1.174 0.00
H 0.670 3.707 -0.377 0.00
H -1.080 3.078 0.803 0.00
H -1.436 2.592 3.265 0.00
H -0.320 3.908 3.626 0.00
H 2.257 3.458 2.850 0.00
H 3.415 1.208 1.741 0.00
H -0.717 0.669 1.879 -0.03
H -4.373 3.648 1.518 0.00
H -3.271 2.400 2.118 0.00
H -2.728 -0.009 -1.996 0.00
H -3.048 0.506 0.551 0.00
H 0.656 8.210 1.613 0.00
C -4.342 -2.787 1.750 0.00
N -3.605 -3.294 2.882 0.00
C -3.909 -4.419 3.622 0.00
C -2.906 -4.578 4.518 0.00
N -2.018 -3.563 4.309 0.01
C -2.428 -2.775 3.306 0.01
S -1.677 -1.389 2.700 0.04
H -5.194 -3.438 1.572 0.00
H -3.697 -2.768 0.871 0.00
H -4.686 -1.771 1.945 0.00
H -4.811 -4.978 3.461 0.00
H -2.720 -5.330 5.264 0.00
H -1.149 -3.446 4.869 0.00
O 2.150 -1.388 -0.337 0.01
C 1.185 -0.658 -0.728 0.03
O 0.058 -0.824 -0.202 0.01
C 1.387 0.291 -1.839 -0.02
C 2.263 -0.044 -2.865 0.00
C 2.398 0.806 -3.949 0.00
C 1.685 1.997 -3.993 0.00
C 0.819 2.335 -2.960 0.00
C 0.652 1.470 -1.892 0.00
H 2.812 -0.976 -2.808 0.00
H 3.061 0.540 -4.761 0.00
H 1.798 2.661 -4.839 0.00
H 0.273 3.269 -2.992 0.00
H -0.042 1.695 -1.091 0.00
```

Output
**Energy relative to the best compared isomer or geometry (same formula, charge and spin)**: 172.54 kJ/mol
**<S²>**: 2.041
**Multiplicity**: 3
**Total charge**: -1
**LUMO energy (alpha / beta)**: 1.748 / 1.747 eV
**Electronic energy**: -16330.3764 Ha
**Orbital gap (alpha / beta)**: 5.987 / 5.998 eV

Question: Which formula does entry 2 have?
Answer: C36H34O15P2

Question: What is the multiplicity in the fifth record?
Answer: 3

Question: What is the total charge in the fourth record?
Answer: +1

Question: What is the formula in the first record?
Answer: C36H34FI2N6O4PdS